The following is a quantum chemistry calculation of a molecular structure, CHBiF3O in a non-equilibrium geometry, from the Open Molecules 2025 dataset.

Properties
**Molar mass**: 295.0 g/mol
**Expectation value of S²**: 0.75
**HOMO level (alpha / beta)**: -17.224 / -22.755 eV
**Largest force on an atom**: 8.47 eV/A
**Total charge**: +2
**Energy relative to the best compared isomer or geometry (same formula, charge and spin)**: 0.0 kcal/mol
**2S+1**: 2

Atoms and positions in Å:
O1 -1.145 -2.099 -0.374
Bi1 -1.939 -3.243 0.843
H1 -0.700 -1.244 -0.229
C1 0.790 1.377 -0.077
F1 1.370 1.593 -1.240
F2 -0.068 2.337 0.199
F3 1.694 1.279 0.877

Mulliken atomic charge list, values in e, 4 entries:
1 O -0.4782
2 Bi 1.4139
3 H 0.3526
4 C 0.7199